Record 1
Computed, not measured: C5H8O2 as an isolated structure, with the ωB97M-V functional and the def2-TZVPD basis.

```
15
Properties=species:S:1:pos:R:3:forces:R:3
O -0.261648 0.371053 1.191652 -0.345 0.235 0.417
O 2.465135 1.007762 0.784495 -0.051 0.007 0.034
C 0.385215 -0.676246 0.477713 0.071 0.695 0.116
C -0.853736 -0.999615 -0.340688 0.209 -0.120 -0.141
C 1.991515 0.311176 -0.282076 -2.119 -0.681 0.619
C -1.479034 0.065462 0.520018 -0.506 0.047 0.107
C -1.379422 0.279451 -0.947963 -0.058 0.156 -0.083
H 0.687653 -1.500332 1.163166 0.146 0.569 -0.390
H 1.439314 0.901019 -1.007540 0.140 -0.316 -0.165
H -0.694531 1.029614 -1.338375 -0.131 -0.137 0.086
H 1.830087 1.716178 0.983699 0.161 -0.224 0.136
H -2.310946 0.165357 -1.496040 0.134 0.022 0.099
H -1.216034 -1.986097 -0.619612 0.166 0.281 0.118
H -2.382917 0.074211 1.117371 0.025 0.001 -0.145
H 1.779349 -0.758997 -0.205818 2.156 -0.534 -0.809
```
Forces are in eV/Å.

Properties
- HOMO-LUMO gap (eV) = 8.8
- electronic energy (eV) = -9403.675
- energy relative to the best compared isomer or geometry (same formula, charge and spin) (eV) = 6.157
- charge = 0

Mulliken atomic charge list, values in e, 6 entries: -0.426, -0.440, -0.169, -0.153, -0.534, -0.049



Record 2
Computed, not measured: one molecule with the formula C5H8O2, with the ωB97M-V functional and the def2-TZVPD basis.

```
15
Properties=species:S:1:pos:R:3:forces:R:3
O -0.396622 2.035226 -0.579721 0.061 0.355 -0.002
O -0.593403 -0.451808 -1.469976 0.312 0.156 -0.176
C -0.549793 1.010029 0.378460 0.032 -0.016 0.294
C -0.044413 -0.301922 -0.209145 -0.096 -0.306 0.342
C 1.653610 0.057172 -0.195416 -0.247 -0.944 -0.139
C -0.496730 -1.518323 0.625889 0.175 0.200 0.063
C 1.989352 -1.164454 -0.388161 0.122 0.699 0.072
H -0.024771 1.212027 1.315650 -0.119 0.153 0.017
H 0.047713 -1.563728 1.568005 -0.014 -0.014 -0.016
H -0.346870 -2.461093 0.090396 0.124 0.343 0.019
H -1.622959 0.935583 0.567355 0.069 -0.083 -0.020
H 2.112898 1.033578 0.023998 -0.605 -0.690 -0.196
H 0.546600 2.169984 -0.739761 -0.143 0.090 0.010
H -1.572684 -1.435028 0.843209 0.279 0.159 -0.158
H -0.701931 0.442759 -1.830789 0.051 -0.102 -0.109
```
Forces are in eV/Å.

Properties
- HOMO-LUMO gap (eV) = 10.6
- electronic energy (eV) = -9405.054
- energy relative to the best compared isomer or geometry (same formula, charge and spin) (eV) = 4.778
- charge = 0

Mulliken atomic charge list, values in e, 6 entries: -0.544, -0.541, -0.745, 1.200, -0.019, -1.536



Record 3
Computed, not measured: a 3-piece molecular cluster, C5H8O2 overall, with the ωB97M-V functional and the def2-TZVPD basis.

```
15
Properties=species:S:1:pos:R:3:forces:R:3
O -0.436639 0.928956 1.325536 -0.062 0.003 0.050
O 1.686260 0.930155 -1.404495 0.069 -0.166 -0.096
C 1.087983 -0.833408 0.363342 0.107 0.143 -0.145
C 0.877743 0.490288 1.085675 0.270 0.118 0.057
C -1.912799 -0.108236 -0.213749 0.017 0.248 0.031
C -0.953612 0.841720 0.025421 -0.286 -0.176 -0.219
C 1.117263 0.319120 -0.343707 -0.074 -0.215 0.330
H -1.014558 -1.425830 -0.192464 0.085 -0.020 0.042
H -0.179583 -1.604573 0.042951 -0.096 -0.010 -0.027
H -0.787018 1.701605 -0.619424 -0.012 -0.130 0.082
H 1.730053 -1.677462 0.577085 -0.119 0.115 -0.042
H 1.581040 0.844970 1.841045 -0.087 -0.069 -0.105
H 2.076939 0.249747 -1.969972 -0.023 0.128 0.034
H -2.456291 -0.099136 -1.155047 0.095 0.017 0.132
H -2.416776 -0.557918 0.637802 0.116 0.012 -0.125
```
Forces are in eV/Å.

Properties
- HOMO-LUMO gap (eV) = 9.0
- electronic energy (eV) = -9403.012
- energy relative to the best compared isomer or geometry (same formula, charge and spin) (eV) = 6.820
- charge = 0

Mulliken atomic charge list, values in e, 6 entries: -0.401, -0.494, -0.343, -0.211, -0.846, -0.171



Record 4
Computed, not measured: one molecule with the formula C5H8O2, with the ωB97M-V functional and the def2-TZVPD basis.

```
15
Properties=species:S:1:pos:R:3:forces:R:3
O 0.113438 1.542277 1.490615 0.144 -0.301 0.011
O -2.083994 -0.335219 -1.209099 -0.072 0.180 -0.061
C 2.040978 0.559768 0.402728 -0.913 -0.509 0.060
C -0.222064 -0.604212 0.302178 1.463 2.169 -1.121
C 1.008978 0.157481 -0.703769 -0.344 -0.882 -0.936
C -1.696773 -0.230346 0.158660 0.397 0.446 0.492
C 0.676481 0.565790 1.052989 -0.994 -0.918 1.493
H 2.749921 -0.222080 0.695663 -0.533 -0.076 -0.219
H 0.768384 0.975754 -1.383925 -0.318 -0.341 0.196
H -2.828843 0.263375 -1.347969 0.164 -0.197 -0.015
H 1.260465 -0.771485 -1.154083 0.652 -0.175 -1.053
H -0.181064 -1.673222 -0.037601 1.023 0.837 1.332
H -2.360575 -0.874170 0.776337 0.651 0.107 -0.175
H -1.782963 0.782201 0.543909 -0.300 0.219 -0.127
H 2.598419 1.519481 0.313852 -1.021 -0.558 0.123
```
Forces are in eV/Å.

Properties
- HOMO-LUMO gap (eV) = 10.3
- electronic energy (eV) = -9406.382
- energy relative to the best compared isomer or geometry (same formula, charge and spin) (eV) = 3.450
- charge = 0

Mulliken atomic charge list, values in e, 6 entries: -0.579, -0.520, -0.579, -0.308, -0.468, -0.566



Record 5
Computed, not measured: one molecule with the formula C5H8O2, with the ωB97M-V functional and the def2-TZVPD basis.

```
15
Properties=species:S:1:pos:R:3:forces:R:3
O 0.459131 -0.435141 1.738797 0.205 -0.062 0.220
O -1.133889 -0.497749 -1.553183 0.804 -0.117 0.009
C 0.165900 0.151574 0.506387 -0.188 0.115 -0.130
C -0.158650 -1.399824 -1.696635 -0.594 -0.612 -1.278
C 1.386729 0.669689 -0.236167 -0.107 -0.073 -0.037
C -1.067740 0.987860 0.466592 -0.191 0.333 0.165
C -1.130456 -0.360586 -0.144991 0.171 0.015 0.654
H 2.148790 -0.107803 -0.374348 -0.192 0.042 0.042
H -1.675384 -1.148233 0.372214 0.135 0.114 -0.047
H 1.135481 1.053546 -1.227158 -0.051 -0.066 0.121
H -1.052409 1.841920 -0.200573 -0.034 -0.028 0.130
H -1.628393 1.084935 1.385617 -0.038 0.166 -0.001
H 1.826780 1.484720 0.355223 -0.113 -0.202 -0.109
H 1.143396 -1.099105 1.574400 -0.173 0.064 0.151
H -0.419281 -2.225807 -0.966168 0.367 0.309 0.109
```
Forces are in eV/Å.

Properties
- HOMO-LUMO gap (eV) = 8.8
- electronic energy (eV) = -9404.470
- energy relative to the best compared isomer or geometry (same formula, charge and spin) (eV) = 5.363
- charge = 0

Mulliken atomic charge list, values in e, 6 entries: -0.566, -0.210, 1.072, -0.247, -1.441, -0.926



Record 6
Computed, not measured: C5H8O2 as an isolated structure, with the ωB97M-V functional and the def2-TZVPD basis.

```
15
Properties=species:S:1:pos:R:3:forces:R:3
O -1.418913 0.719508 -1.045897 0.043 0.926 -0.293
O 1.649839 -0.960192 1.068724 0.224 -0.119 -0.130
C -1.778705 0.894892 0.288587 -0.414 -0.076 -0.062
C -1.730239 -0.614918 0.478253 0.025 -0.221 0.311
C 1.448263 0.234348 0.446516 -0.013 0.281 -0.222
C 2.154177 0.730180 -0.566302 -0.075 -0.052 0.154
C -1.264491 -0.585139 -0.926314 0.194 -0.778 -0.127
H -2.674896 1.506474 0.408484 0.187 0.003 0.119
H 1.878690 1.690843 -0.985040 0.027 -0.135 0.069
H -1.025869 -1.065827 1.183958 -0.144 0.102 -0.036
H -2.737529 -1.018935 0.626777 0.127 0.010 -0.006
H 2.408635 -1.399011 0.657827 -0.126 0.045 0.123
H 0.589156 0.755525 0.871661 0.190 -0.049 -0.089
H -0.503784 -1.098490 -1.505982 -0.130 0.032 0.093
H 3.005665 0.210749 -1.001254 -0.112 0.031 0.096
```
Forces are in eV/Å.

Properties
- HOMO-LUMO gap (spin up / spin down) (eV) = 8.8 / 8.0
- electronic energy (eV) = -9404.387
- energy relative to the best compared isomer or geometry (same formula, charge and spin) (eV) = 5.445
- charge = 0

Mulliken atomic charge list, values in e, 6 entries: -0.215, -0.479, -0.365, -0.255, 0.117, -0.850



Record 7
Computed, not measured: C5H8O2 as an isolated structure, with the ωB97M-V functional and the def2-TZVPD basis.

```
15
Properties=species:S:1:pos:R:3:forces:R:3
O 2.711956 -0.675454 0.733706 -0.257 -0.340 -0.375
O -0.748091 -1.874788 -0.458971 -0.172 0.493 0.185
C -2.236082 0.185188 -0.410006 -0.140 -0.028 -0.127
C -1.450600 1.124207 0.493112 0.056 0.031 0.094
C 2.135684 -1.304334 -0.121610 0.219 0.121 0.260
C -1.065548 -0.778456 -0.074628 0.119 -0.418 -0.142
C -0.478444 0.257739 0.819891 0.012 0.113 0.056
H 1.891735 1.989542 -0.498892 0.049 -0.013 0.005
H -1.622204 2.160569 0.764297 0.005 -0.153 -0.014
H 2.295270 1.490665 -0.118903 -0.031 0.082 -0.051
H -2.322440 0.461372 -1.466067 0.029 -0.026 0.141
H 0.409125 0.301403 1.440475 -0.175 0.046 -0.075
H 1.826594 -0.840225 -1.078700 0.060 -0.018 0.105
H 1.866563 -2.366085 0.008111 0.091 0.082 -0.010
H -3.213525 -0.131342 -0.031813 0.136 0.028 -0.053
```
Forces are in eV/Å.

Properties
- HOMO-LUMO gap (eV) = 10.4
- electronic energy (eV) = -9406.240
- energy relative to the best compared isomer or geometry (same formula, charge and spin) (eV) = 3.592
- charge = 0

Mulliken atomic charge list, values in e, 6 entries: -0.430, -0.581, -0.441, -0.315, -0.145, 0.467



Record 8
Computed, not measured: one molecule with the formula C5H8O2, with the ωB97M-V functional and the def2-TZVPD basis.

```
15
Properties=species:S:1:pos:R:3:forces:R:3
O 1.379915 -0.770964 2.001721 -0.259 0.321 0.903
O -1.085781 0.557673 -2.946035 0.228 -0.108 0.626
C 0.189102 -0.112985 0.072781 0.440 -0.398 0.118
C 0.288740 0.096985 1.582021 0.241 -0.211 0.272
C -1.097006 -0.558096 -0.691978 0.014 -0.160 0.058
C -0.680627 0.379132 -1.828663 -0.134 0.069 -0.332
C 0.470279 0.971628 -1.013853 0.143 0.016 0.036
H 0.278265 2.021225 -0.750623 0.000 -0.256 0.138
H -1.143154 -1.614480 -0.974272 -0.047 0.139 0.025
H -0.632637 -0.160074 2.114352 0.060 0.072 -0.058
H 1.449071 0.910898 -1.500214 -0.152 0.067 0.054
H 1.066878 -1.667825 2.185832 -0.144 0.387 -0.063
H 0.602803 1.102653 1.878700 -0.130 -0.134 -0.136
H -2.069519 -0.272899 -0.266113 0.290 0.032 0.069
H 0.983673 -0.882870 0.136343 -0.548 0.166 -1.708
```
Forces are in eV/Å.

Properties
- HOMO-LUMO gap (eV) = 10.3
- electronic energy (eV) = -9408.010
- energy relative to the best compared isomer or geometry (same formula, charge and spin) (eV) = 1.822
- SMILES = O=C1CC(CO)C1
- charge = 0

Mulliken atomic charge list, values in e, 6 entries: -0.558, -0.559, 0.414, -0.588, -0.635, 0.445